C7H17NO | ωB97M-V/def2-TZVPD

DFT total energy (Ha): -406.72983
M (g/mol): 131.22
HOMO (eV): -9.8
LUMO energy (eV): 0.7145
Gap between HOMO and LUMO (eV): 10.502
ΔE to the lowest compared entry with this formula, charge and spin (kJ/mol): 526.4
Strongest force on any atom (eV/A): 6.66

```
26
Properties=species:S:1:pos:R:3:forces:R:3:nbo_charge:R:1
C -3.18285 0.27656 -0.08754 0.05 -1.25 -0.59 0.678
C -2.15493 -0.84295 -0.15846 -1.35 0.60 0.31 -0.717
C 1.68788 0.12568 -0.04079 0.85 2.84 1.02 -0.211
C 0.50722 -0.68478 0.28687 1.04 -3.18 2.90 -0.589
C 2.78397 -0.65339 -0.73768 -0.01 -4.00 2.65 -0.603
C 2.36372 0.94205 1.13895 0.24 -0.20 1.96 -0.610
C 0.93728 1.06782 -0.88504 -1.63 5.35 -3.61 -0.580
H -5.10229 0.62476 0.48233 0.15 -0.07 -0.09 0.398
H -4.58382 -0.99557 0.84068 0.40 1.57 -1.12 0.392
H -1.48561 -0.63137 -0.97438 -0.24 -0.01 -0.29 0.238
H -2.64114 -1.79244 -0.29926 -0.06 -0.49 0.07 0.218
H -1.55766 -0.79572 0.74951 -0.91 -0.69 -0.06 0.239
H 0.32142 -1.24339 -0.68376 -0.40 0.34 1.56 0.214
H 0.77389 -1.43469 1.19490 -0.97 1.20 -2.01 0.204
H -0.31513 0.04074 0.52535 1.76 -1.66 0.53 0.216
H 3.61855 -0.17462 -1.34357 -1.63 -0.57 0.47 0.242
H 3.27888 -0.99131 0.32993 -0.32 -0.10 -3.09 0.215
H 2.16778 -1.72969 -1.14860 2.55 3.24 0.51 0.208
H 3.20399 1.52399 0.72063 -0.50 -0.01 -0.06 0.212
H 2.93245 0.24709 1.89998 -1.43 1.05 -1.21 0.202
H 1.70635 1.70299 1.76501 1.01 -1.74 -1.49 0.223
H -0.36118 1.12287 -0.47652 4.35 0.97 -2.18 0.229
H 1.45663 2.32541 -0.90197 -1.70 -3.87 -0.06 0.206
H 1.01135 0.69001 -2.02201 -0.65 1.05 2.36 0.217
N -4.44208 -0.11486 0.27722 -0.67 -1.24 1.43 -0.832
O -2.92467 1.39484 -0.45180 0.08 0.89 0.09 -0.608
```
Positions in Å, forces in eV/Å.

C7H17NO | ωB97M-V/def2-TZVPD

DFT total energy (Ha): -406.79496
M (g/mol): 131.22
HOMO (eV): -7.1
LUMO energy (eV): 0.6575
Gap between HOMO and LUMO (eV): 7.802
ΔE to the lowest compared entry with this formula, charge and spin (kJ/mol): 355.4
Strongest force on any atom (eV/A): 1.53

```
26
Properties=species:S:1:pos:R:3:forces:R:3:nbo_charge:R:1
C -0.31016 0.90882 0.39964 0.75 -0.20 -0.02 -0.370
C -0.40019 0.53277 1.87507 0.02 0.11 -0.11 -0.630
C 0.69857 2.03922 0.16734 -0.17 0.07 0.16 -0.619
C -1.68299 1.33794 -0.09801 0.12 -0.10 -0.01 -0.616
H 0.73299 -0.11429 0.01621 -1.21 0.92 0.19 0.444
H -1.04860 -0.33784 2.00603 -0.03 0.00 0.04 0.214
H 1.69875 1.78662 0.53627 -0.01 -0.01 0.00 0.193
H -1.66033 1.66816 -1.13961 -0.01 -0.04 -0.03 0.193
H -0.81513 1.35133 2.47956 -0.02 -0.01 0.01 0.193
H 0.58060 0.29231 2.29898 0.01 0.00 0.00 0.190
H 0.78802 2.28161 -0.89644 0.00 -0.01 -0.01 0.194
H 0.39453 2.96302 0.68078 0.03 0.03 -0.01 0.194
H -2.41426 0.53242 0.00062 -0.02 -0.03 -0.05 0.212
H -2.06602 2.18651 0.48694 0.07 0.00 0.04 0.191
C 1.50783 -2.20272 0.66445 -0.12 0.01 -0.12 -0.418
C -0.50972 -0.68305 -2.18623 -0.12 0.15 0.16 -0.723
N 1.14952 -1.21435 -0.35678 -0.21 -0.43 -0.18 -0.728
C -0.37730 -1.16766 -0.76910 0.54 -0.93 0.09 0.737
O -1.15954 -1.85947 -0.16392 0.56 0.59 -0.32 -0.598
H 1.77629 -1.21482 -1.15628 -0.16 -0.12 -0.03 0.394
H 0.73431 -2.19273 1.42736 0.02 -0.01 0.01 0.235
H 2.46381 -1.93415 1.11326 -0.04 0.01 -0.04 0.207
H 1.56783 -3.20648 0.24196 0.00 0.00 0.06 0.199
H 0.13730 0.16656 -2.39956 0.00 0.00 0.07 0.228
H -0.24183 -1.50982 -2.85328 0.00 -0.02 0.11 0.233
H -1.54426 -0.40991 -2.37527 0.00 0.01 -0.01 0.252
```
Positions in Å, forces in eV/Å.

C7H17NO | ωB97M-V/def2-TZVPD

DFT total energy (Ha): -406.80861
M (g/mol): 131.22
HOMO (eV): -7.3
LUMO energy (eV): 0.7628
Gap between HOMO and LUMO (eV): 8.045
ΔE to the lowest compared entry with this formula, charge and spin (kJ/mol): 319.6
Strongest force on any atom (eV/A): 5.30

```
26
Properties=species:S:1:pos:R:3:forces:R:3:nbo_charge:R:1
C -0.18813 0.17938 0.85465 -4.87 -1.35 -1.09 0.286
C 0.47652 0.21448 -0.42989 5.14 1.04 0.77 0.050
C -2.04982 0.02864 0.21994 1.88 0.42 2.13 -0.233
C 0.04947 -0.97756 1.79840 -0.11 0.39 -0.06 -0.664
C 0.14765 1.37767 -1.34254 0.13 -0.11 0.10 -0.642
C 2.29525 0.63126 0.24125 -2.24 -0.57 -1.82 -0.664
C 0.65384 -1.08109 -1.18896 0.16 0.06 -0.16 -0.643
N -2.56753 -0.80668 -0.80203 0.29 -0.11 -0.29 -0.825
O -0.26239 1.39808 1.51315 0.00 0.35 0.14 -0.731
H 0.31373 1.37873 2.28458 0.01 -0.01 0.00 0.472
H -2.32013 -1.78122 -0.69297 -0.05 0.06 -0.09 0.361
H -2.35036 -0.48757 -1.73684 0.06 -0.15 0.07 0.357
H -2.48898 -0.25573 1.17528 -0.13 0.12 0.06 0.174
H -2.26189 1.07582 0.02476 0.01 0.02 -0.02 0.190
H 1.01772 -0.87422 2.29014 0.19 -0.08 0.01 0.205
H -0.71338 -0.96639 2.57887 -0.03 0.00 -0.03 0.220
H 0.01073 -1.93927 1.29720 0.01 -0.05 -0.01 0.220
H -0.22984 -1.33502 -1.77496 -0.09 -0.04 0.13 0.208
H 0.96541 1.52730 -2.04757 0.02 0.06 0.01 0.214
H -0.00807 2.28965 -0.77279 0.00 0.05 -0.02 0.236
H -0.74166 1.17726 -1.94285 -0.14 -0.03 0.05 0.197
H 2.69921 -0.20736 0.80467 -0.17 -0.01 0.04 0.191
H 2.31756 1.56481 0.79853 -0.24 -0.08 0.06 0.198
H 2.85511 0.75480 -0.68285 0.14 -0.01 -0.02 0.193
H 0.91806 -1.92374 -0.55575 -0.04 -0.02 0.04 0.213
H 1.46195 -0.96202 -1.91140 0.06 0.04 -0.01 0.218
```
Positions in Å, forces in eV/Å.

C7H17NO | ωB97M-V/def2-TZVPD

SMILES: CNC[C@@H](O)C(C)(C)C
DFT total energy (Ha): -406.89024
M (g/mol): 131.22
HOMO (eV): -8.6
LUMO energy (eV): 0.7624
Gap between HOMO and LUMO (eV): 9.352
ΔE to the lowest compared entry with this formula, charge and spin (kJ/mol): 105.3
Strongest force on any atom (eV/A): 2.13

```
26
Properties=species:S:1:pos:R:3:forces:R:3:nbo_charge:R:1
C -3.34410 0.09400 0.01820 0.14 -0.08 -0.13 -0.412
N -2.23860 0.81954 0.60741 0.84 0.42 -0.21 -0.622
C -1.05189 1.02724 -0.28645 -1.69 -0.34 0.72 -0.251
C -0.26409 -0.24414 -0.57190 1.76 0.47 1.11 0.091
O -0.18567 -0.39047 -1.96685 0.09 -0.15 -0.51 -0.722
C 1.20381 -0.16653 0.11039 -0.82 -0.54 -0.56 -0.047
C 2.02200 1.00703 -0.42870 -0.32 -0.09 0.03 -0.623
C 1.05867 -0.06791 1.62861 -0.10 -0.03 -0.28 -0.619
C 1.93826 -1.47109 -0.22673 -0.14 0.20 0.05 -0.619
H -4.17343 0.07409 0.72628 0.00 -0.05 -0.05 0.200
H -3.67240 0.62570 -0.87550 -0.07 -0.01 -0.01 0.193
H -3.10755 -0.93945 -0.27669 -0.04 0.00 -0.02 0.158
H -1.94526 0.37252 1.47122 0.02 0.10 -0.14 0.346
H -1.43636 1.40836 -1.23354 0.03 0.03 -0.01 0.215
H -0.47155 1.82449 0.17407 0.21 -0.15 -0.08 0.201
H -0.76543 -1.12163 -0.13115 -0.02 0.20 0.03 0.156
H 0.25762 -1.22078 -2.17167 -0.02 0.05 0.00 0.469
H 1.66479 1.95679 -0.03844 -0.05 0.14 -0.01 0.206
H 3.06481 0.91065 -0.12877 0.08 -0.05 -0.01 0.208
H 1.96352 1.03483 -1.51500 0.08 0.04 -0.09 0.223
H 0.55092 0.84786 1.92199 -0.06 0.12 0.08 0.209
H 2.04120 -0.07002 2.09935 0.06 0.00 0.05 0.213
H 0.49612 -0.91543 2.01873 -0.06 -0.09 0.09 0.205
H 2.18210 -1.52795 -1.28679 0.05 -0.02 -0.11 0.202
H 2.87618 -1.52748 0.32432 0.08 -0.04 0.01 0.214
H 1.33630 -2.34024 0.03760 -0.04 -0.12 0.06 0.204
```
Positions in Å, forces in eV/Å.

Look up the strongest force on any atom of the second one.
1.53 eV/A

Which value of strongest force on any atom does entry 3 give?
5.30 eV/A

Which formula does entry 3 have?
C7H17NO

Which of these has the highest gap between HOMO and LUMO?
number 1